Entry 1:
ORCA calculation (wB97M-V/def2-TZVPD) on a single C5H9NO2 molecule.

Geometry as XYZ:
```
17
Properties=species:S:1:pos:R:3:forces:R:3:mulliken_charge:R:1
C 0.344 0.479 0.530 -1.2381 0.6198 -3.6406 -0.055
C -1.697 1.212 -1.002 -0.5318 -1.0159 -0.1138 -1.236
C 1.830 0.555 0.412 -0.1577 -0.2838 0.1819 -1.295
C -0.407 0.398 -0.989 2.3558 3.8105 2.2259 0.816
C -0.482 -0.891 0.168 0.7904 -1.5552 2.0818 -0.168
O -0.047 -2.831 1.163 -0.0417 0.1952 -0.8193 -0.382
N 0.398 -1.837 0.316 -0.6929 -0.1938 0.6110 -0.201
O 0.323 0.357 -1.977 -0.3814 -0.9678 -0.1193 -0.674
H 0.709 -3.431 1.233 -0.0591 0.0017 -0.1309 0.380
H -0.107 0.876 1.440 -0.2803 -0.2341 -0.2798 0.410
H -1.447 -0.966 0.670 0.0227 -0.2394 -0.0877 0.403
H -1.439 2.267 -1.077 0.2219 -0.1403 -0.0078 0.294
H -2.274 0.931 -1.883 -0.1128 0.0627 0.0025 0.367
H -2.303 1.068 -0.108 -0.0092 0.0028 0.0122 0.323
H 2.344 0.067 1.240 0.1443 0.0157 0.0055 0.354
H 2.091 1.618 0.395 0.0162 -0.0739 0.0703 0.363
H 2.165 0.127 -0.531 -0.0465 -0.0041 0.0081 0.300
```
Positions in Å, forces in eV/Å.

LUMO energy (spin up / spin down) = -0.923 / -0.916 eV
HOMO-LUMO gap (spin up / spin down) = 7.00 / 7.01 eV
Calculated total energy = -10910.5085 eV
Highest occupied orbital energy (spin up / spin down) = -7.9208 / -7.9236 eV
Energy above the lowest of the compared OMol25 structures with the same formula, charge and spin = 139.91 kcal/mol
Max |F| = 0.097 Eh/bohr



Entry 2:
ORCA calculation (wB97M-V/def2-TZVPD) on a molecular structure, C6H10N.

Geometry as XYZ:
```
17
Properties=species:S:1:pos:R:3:forces:R:3:mulliken_charge:R:1
C -1.526 -0.718 0.471 -1.0829 0.2200 0.2104 -0.246
C -1.817 0.589 -0.991 1.7338 -1.3787 -0.0133 -0.458
C -0.495 -0.317 -0.645 -1.5974 0.7374 0.0521 -0.202
C 0.732 0.026 -0.013 0.2157 -0.4462 0.8572 0.970
C 1.790 -0.980 -0.185 -1.2656 -1.7873 1.1853 -1.161
C 0.883 1.126 0.925 -3.9943 1.6466 -1.3920 -1.342
N -2.585 -0.124 0.123 0.8657 1.1252 -1.6567 -0.375
H -1.505 -1.271 1.390 0.7751 -0.7384 0.2143 0.460
H -1.672 1.645 -0.895 -0.1424 0.5606 0.6129 0.291
H -1.950 0.393 -2.059 -1.0882 -0.3129 0.3468 0.316
H -0.373 -1.109 -1.378 -0.0879 -0.0277 0.0383 0.447
H 2.068 -1.378 0.870 -0.2302 0.6545 -1.6258 0.339
H 2.653 -0.501 -0.594 0.8841 0.1132 -0.3790 0.397
H 1.354 -1.827 -0.814 1.2943 1.0904 0.8099 0.380
H 1.794 1.484 1.193 3.1711 0.8366 -0.0874 0.472
H 0.496 0.977 1.907 -0.7446 -1.3022 1.0162 0.399
H 0.151 1.986 0.693 1.2937 -0.9912 -0.1893 0.313
```
Positions in Å, forces in eV/Å.

LUMO energy = -6.288 eV
Net charge = +1
HOMO-LUMO gap = 8.77 eV
Calculated total energy = -7863.3526 eV
Highest occupied orbital energy = -15.0599 eV
Energy above the lowest of the compared OMol25 structures with the same formula, charge and spin = 69.08 kcal/mol
Max |F| = 0.088 Eh/bohr



Entry 3:
ORCA calculation (wB97M-V/def2-TZVPD) on 2 unconnected molecules or ions with the total composition C4H13ClN2Si.

Geometry as XYZ:
```
21
Properties=species:S:1:pos:R:3:forces:R:3:mulliken_charge:R:1
C -1.619 -0.339 1.897 2.3616 1.7278 -0.8933 -1.365
C 0.942 1.887 -0.359 0.3173 -1.3362 -1.2791 -1.019
C 2.165 -0.968 0.265 2.3193 1.1405 0.3819 -0.905
C -1.140 -0.456 0.432 -0.1435 -0.6053 0.8671 0.533
N -2.067 0.049 -0.457 1.0515 -0.0219 1.0326 -0.396
N -0.360 -0.480 -2.747 -1.8889 1.5014 0.2590 -0.611
Si 0.646 -0.031 -0.144 -1.3073 1.2893 0.0217 0.037
Cl -1.044 -2.576 0.276 0.1262 0.6634 -0.0075 -0.379
H -0.897 -0.770 2.639 -0.4786 0.9082 -0.7413 0.311
H -1.871 0.760 1.963 0.5460 -1.0574 0.6870 0.344
H -2.484 -0.879 2.007 -2.2923 -1.2839 0.2186 0.486
H 1.048 2.557 0.453 -0.0924 0.4085 1.3175 0.407
H 1.959 1.761 -0.753 0.0542 0.4531 -0.1853 0.252
H 0.365 2.445 -1.126 0.1239 -0.7220 0.3121 0.322
H 2.027 -1.940 0.730 -0.0506 -0.1193 -0.4115 0.322
H 2.776 -0.978 -0.701 -0.7980 -0.5290 1.2399 0.299
H 2.838 -0.365 0.964 -0.8335 -0.6716 -0.6238 0.299
H -3.044 -0.110 -0.248 0.1512 -0.0739 -0.4102 0.233
H -1.691 0.022 -1.388 -0.9291 -0.2897 -0.2839 0.302
H -0.666 0.498 -3.006 0.7203 -1.1789 -0.3374 0.265
H 0.390 -0.768 -3.323 1.0429 -0.2031 -1.1641 0.266
```
Positions in Å, forces in eV/Å.

LUMO energy (spin up / spin down) = 0.642 / -1.929 eV
HOMO-LUMO gap (spin up / spin down) = 6.43 / 7.17 eV
Spin multiplicity = 3
Calculated total energy = -27734.7769 eV
Highest occupied orbital energy (spin up / spin down) = -5.7854 / -9.0985 eV
Energy above the lowest of the compared OMol25 structures with the same formula, charge and spin = 9.51 kcal/mol
Max |F| = 0.059 Eh/bohr



Entry 4:
ORCA calculation (wB97M-V/def2-TZVPD) on 2 unconnected molecules or ions with the total composition CHN4.

Geometry as XYZ:
```
6
Properties=species:S:1:pos:R:3:forces:R:3:mulliken_charge:R:1
C 1.136 -0.355 -1.171 2.2531 -1.4724 -2.0697 0.054
N -1.033 0.987 1.508 -0.1700 -0.9902 0.3489 -0.124
N 1.854 -0.912 -1.860 0.8450 -0.4796 -0.3451 -0.409
N -1.166 0.387 0.374 -0.1407 0.7169 -1.3507 -0.433
N -1.171 -0.233 1.865 0.2235 0.4506 0.9509 -0.349
H 0.381 0.127 -0.715 -3.0109 1.7747 2.4658 0.260
```
Positions in Å, forces in eV/Å.

LUMO energy (spin up / spin down) = 4.771 / 4.772 eV
Net charge = -1
HOMO-LUMO gap (spin up / spin down) = 6.62 / 6.62 eV
Calculated total energy = -7009.4979 eV
Highest occupied orbital energy (spin up / spin down) = -1.8451 / -1.8443 eV
Energy above the lowest of the compared OMol25 structures with the same formula, charge and spin = 120.18 kcal/mol
Max |F| = 0.083 Eh/bohr



Entry 5:
ORCA calculation (wB97M-V/def2-TZVPD) on a molecular structure, H28O14.

Geometry as XYZ:
```
42
Properties=species:S:1:pos:R:3:forces:R:3:mulliken_charge:R:1
O -1.404 -0.500 -1.552 2.1457 -5.1430 -8.9047 -0.671
H -1.921 -0.054 -2.223 0.3315 -0.2471 -0.3520 0.482
H -1.823 -0.258 -0.726 -0.8835 -0.3264 -4.4292 0.106
O 1.472 1.780 0.115 3.0622 5.1645 1.2506 -0.638
H 2.149 1.429 0.694 0.9469 0.2620 -0.4236 0.655
H 0.867 1.051 -0.016 2.9255 2.6394 0.5664 2.328
O 0.301 0.062 -0.158 -5.1663 -4.4459 4.7474 -1.199
H -0.267 -0.654 0.126 -0.0339 -2.4368 -0.4200 0.465
H -0.301 0.764 -0.404 -1.2024 0.1557 -0.7115 -2.274
O -0.779 -1.859 0.066 -13.5596 4.8280 5.1758 -0.376
H -1.336 -1.457 -0.601 -0.9753 -0.8556 -3.1539 0.778
H -1.333 -1.905 0.845 0.0594 -1.1488 0.4388 0.369
O -0.946 1.218 1.345 -4.3982 5.6805 10.6660 -0.473
H -1.224 1.660 2.146 -0.4453 0.0011 0.6010 0.372
H -0.238 0.638 1.624 1.5449 -0.2188 2.7316 0.759
O 0.661 0.594 -2.267 -0.1921 2.6451 -3.3489 -0.519
H 0.630 1.300 -2.913 -0.1455 0.1523 -0.3767 0.203
H 0.005 0.838 -1.613 0.5403 -0.3645 -3.5293 -0.449
O -1.748 1.557 -2.105 -5.3550 1.9938 -7.2687 -0.799
H -1.361 1.861 -1.284 -2.0902 0.6121 -1.1300 0.538
H -2.619 1.954 -2.121 -0.3872 0.3046 -0.5735 0.236
O 0.791 -2.920 -0.155 8.7488 -7.0889 -3.5221 -0.973
H 0.014 -2.361 -0.187 4.9114 -4.1162 -1.6388 0.672
H 1.196 -2.720 0.689 0.1468 -0.9263 -1.4411 0.304
O 1.846 -0.736 -1.104 5.5803 -4.6011 -4.7905 -0.632
H 1.287 -1.334 -1.600 0.1690 -0.2723 0.0230 0.405
H 1.247 -0.068 -0.770 2.1480 -0.7398 -3.8327 0.537
O -0.665 1.851 -0.450 1.8453 9.9720 -2.3039 -0.720
H -0.786 1.895 0.499 0.0246 2.2492 0.9399 0.743
H -0.059 2.565 -0.648 1.0526 0.2507 -0.5016 0.388
O -2.133 0.021 0.165 -10.0341 0.7943 9.1353 -0.585
H -1.534 0.541 0.700 -1.3835 -0.0960 0.6678 0.242
H -2.917 -0.073 0.705 -0.6055 -0.1725 -0.0879 0.382
O 0.659 0.118 2.013 3.1615 -0.1473 6.2767 -0.491
H 0.846 0.188 1.077 1.7583 -0.4161 -0.8064 -0.460
H 1.467 0.399 2.442 0.3101 -0.0628 0.2688 0.329
O 2.607 -0.287 0.799 4.1593 1.2308 5.9740 -0.789
H 1.998 -0.561 0.113 0.8832 -2.5664 -1.6190 0.434
H 3.134 -1.065 0.977 0.2595 -0.0329 -0.2753 0.427
O 0.499 -2.124 1.847 -0.5344 -1.3018 4.2687 -0.777
H 1.288 -2.125 2.389 0.0073 0.1739 0.5317 0.408
H 0.432 -1.226 1.522 0.6694 -1.3831 1.1776 0.263
```
Positions in Å, forces in eV/Å.

LUMO energy = -0.829 eV
HOMO-LUMO gap = 6.59 eV
Calculated total energy = -29087.0033 eV
Highest occupied orbital energy = -7.4211 eV
Energy above the lowest of the compared OMol25 structures with the same formula, charge and spin = 799.01 kcal/mol
Max |F| = 0.297 Eh/bohr